# C54H68F12Ge2NO6PtSSi

C54H68F12Ge2NO6PtSSi as an isolated structure in a non-equilibrium geometry (ωB97M-V with the def2-TZVPD basis set, the OMol25 dataset).

Results
strongest force on any atom	2.1	eV/A
E_LUMO (alpha / beta)	0.360 / 0.359	eV
orbital gap (alpha / beta)	5.0148 / 5.0133	eV
total charge	-1

The geometry in XYZ format:
```
146
Properties=species:S:1:pos:R:3:forces:R:3
Pt -1.026 -0.170 0.250 -0.6612 -0.3987 -1.9576
Ge -5.029 0.821 1.901 -0.7591 0.2139 0.0112
Ge 0.323 3.237 0.033 0.1898 0.0248 -0.1627
S 3.104 -0.282 0.267 0.3880 0.0101 0.0856
Si 5.076 0.220 0.022 -0.5648 0.0209 0.1255
F -2.256 -1.581 -4.460 -0.0235 -0.0950 -0.0927
F -0.831 -0.556 -5.714 0.0793 -0.0205 -0.1209
F 1.365 -2.635 -2.827 0.0584 -0.0275 0.0051
F -3.819 -6.628 -0.810 -0.0650 -0.1581 -0.0120
F 0.507 1.339 -3.661 0.0362 0.0003 -0.0846
F -4.040 -6.439 1.336 -0.0736 -0.1859 0.0990
F 0.737 -2.613 -4.895 0.0434 0.0021 -0.1826
F -1.924 0.529 -4.213 1.0932 0.2737 -0.7089
F 1.835 0.001 -2.610 0.0971 0.0454 -0.0267
F 1.647 -0.140 -4.751 0.0231 -0.0053 -0.0604
F -0.611 -3.302 -3.366 0.0692 0.0159 -0.0734
F -5.540 -5.608 0.019 -0.1832 -0.1125 0.0055
O -0.748 1.883 2.302 -0.8412 -0.2188 0.2657
O 6.151 -0.913 0.606 0.1911 0.1195 -0.0990
O -2.419 0.463 1.880 1.4519 -0.1956 -1.2201
O 5.566 0.424 -1.546 0.1813 0.0702 0.0214
O -0.754 -0.847 -2.146 -0.2348 -0.1108 0.3122
O 5.348 1.687 0.759 0.1372 -0.0714 -0.1133
N -2.196 -2.057 0.051 -0.0927 -0.4885 1.0604
C 5.076 -1.795 -2.435 -0.0556 -0.0642 -0.0230
C -1.905 1.501 2.461 0.9498 0.4888 0.4867
C -7.749 0.932 3.051 -0.0410 0.0811 -0.1170
C -1.311 4.276 0.325 -0.3131 -0.0805 0.0630
C -0.601 -4.661 2.421 0.0182 0.0302 0.0123
C -6.967 1.238 1.931 -0.2272 0.0028 -0.0295
C 5.532 0.187 -3.888 -0.0704 0.0181 -0.1233
C 0.069 1.379 -0.515 -0.0769 0.3247 1.1875
C -8.971 2.098 0.853 0.1010 -0.0120 0.0507
C -5.004 -0.941 2.777 -0.3291 -0.1172 0.5750
C -9.730 1.769 1.968 0.0470 -0.0232 0.0122
C -1.306 -0.632 -4.466 0.1714 -0.1235 0.3205
C -5.370 -0.121 -0.805 0.1670 0.0522 0.0200
C 1.080 4.005 -1.605 0.0708 0.0512 -0.2304
C -7.602 1.839 0.840 -0.0429 -0.0480 0.1242
C 6.315 3.395 -0.635 -0.0401 0.0216 -0.0385
C 7.376 -0.798 -2.504 0.1233 -0.0239 0.0175
C -4.275 2.326 2.888 0.3664 0.1163 0.0823
C -3.503 1.357 -0.542 -0.1210 0.2490 -0.0866
C 0.336 -2.380 -3.642 -0.1961 0.0167 0.3935
C -5.071 -3.508 3.935 -0.1671 0.0734 0.1435
C -3.945 -3.440 0.901 -0.1532 0.0727 -0.0908
C -4.609 0.714 0.013 -0.0152 -0.3072 -0.1645
C -3.890 0.294 -2.661 -0.6535 -0.2302 -0.0153
C 0.208 -2.507 1.690 0.1516 0.3512 0.0148
C 6.286 3.537 1.864 0.0136 0.0946 0.1114
C 1.248 -4.529 0.881 -0.0233 0.1446 -0.0269
C 1.159 -3.140 0.890 0.0984 -0.0614 -0.1035
C -3.474 -4.494 0.145 -0.0730 -0.1898 -0.0544
C 5.882 -0.508 -2.581 -0.0868 0.0240 0.2779
C -5.012 -0.332 -2.135 0.0812 0.0897 0.1414
C 0.148 -1.032 1.745 -0.0256 0.2044 -0.5985
C 6.433 2.608 0.670 -0.0555 -0.2710 -0.1730
C 5.368 -2.926 1.639 -0.0756 -0.0959 0.0649
C 5.627 -0.832 2.986 -0.0134 0.0318 0.0372
C 0.973 0.073 -3.609 -0.1971 -0.0684 0.2273
C -0.217 -0.931 -3.370 0.2952 0.0205 -0.0298
C -4.222 -5.804 0.165 0.4064 0.4974 0.0275
C -9.115 1.190 3.072 0.0910 0.0277 -0.0433
C 7.643 -1.991 2.074 0.1368 -0.0116 0.0210
C 0.372 -5.288 1.644 -0.0398 0.0285 -0.0010
C -4.022 -2.639 4.214 -0.0656 0.1466 -0.0555
C -3.145 1.156 -1.865 -0.1223 0.0357 -0.0422
C -2.321 -4.343 -0.593 0.3396 0.1263 -0.2882
C -6.091 -3.097 3.086 -0.2052 0.1980 0.5475
C -1.698 -3.101 -0.607 -0.2071 -0.1697 -0.1869
C -3.991 -1.371 3.640 -0.3053 -0.1067 0.3717
C -3.264 -2.239 0.832 0.0486 0.1627 -0.4826
C 6.181 -1.651 1.822 -0.1018 0.0745 -0.0197
C -0.670 -3.279 2.450 -0.1198 -0.0856 0.2307
C -6.055 -1.828 2.515 -0.0327 0.1642 0.2865
C 7.771 1.873 0.726 0.0336 -0.0414 -0.0396
C 1.641 3.560 1.414 0.1256 -0.0379 0.2433
C -2.841 2.211 3.419 -0.2698 -0.1383 -0.0539
H -7.023 2.099 -0.039 -0.0229 -0.0346 -0.0099
H -2.406 3.185 3.625 0.0131 0.0312 0.0754
H -10.797 1.960 1.976 0.0309 -0.0016 0.0044
H 1.487 2.901 2.267 0.0534 0.0784 -0.0533
H 4.454 0.352 -3.943 0.0677 0.0079 -0.0013
H 7.942 0.127 -2.646 -0.0177 -0.0589 0.0030
H 7.678 -1.517 -3.273 -0.0206 0.0557 0.0495
H -3.221 -2.951 4.876 -0.0315 0.0155 -0.0235
H -6.247 -0.623 -0.405 0.0173 -0.0008 -0.0014
H -5.604 -0.996 -2.753 0.0302 0.0178 0.0022
H 5.396 -3.534 2.551 -0.0091 0.0319 -0.0901
H 2.004 -5.012 0.274 -0.0238 0.0193 0.0152
H -1.924 3.870 1.132 0.0594 0.1161 -0.0584
H -9.444 2.550 -0.011 0.0183 0.0067 0.0170
H 7.847 1.301 1.655 0.0092 0.0343 -0.0500
H -5.091 -4.500 4.373 -0.0033 0.0572 -0.0258
H 5.358 -2.323 -1.520 -0.0305 0.0438 -0.0873
H 6.142 0.131 3.052 -0.0239 -0.0733 0.0099
H 4.562 -0.641 2.837 0.0496 0.0271 0.0102
H -1.419 -2.781 3.064 0.0821 -0.0662 -0.0736
H -3.578 -1.388 1.421 0.3395 -0.4201 -0.6489
H 6.315 2.706 -1.481 0.0331 0.0432 0.0419
H -1.908 4.305 -0.591 0.0171 0.0347 0.0592
H -7.287 0.470 3.918 -0.0273 -0.0225 -0.0158
H -9.702 0.932 3.945 0.0098 0.0103 0.0020
H -4.336 3.185 2.212 -0.1032 -0.0575 -0.0142
H 7.057 4.315 1.851 -0.0595 -0.0594 0.0157
H -3.590 0.113 -3.686 -0.7855 0.0430 0.6618
H 1.832 -2.525 0.292 -0.0013 -0.0889 0.0901
H -2.286 1.669 -2.275 -0.0492 -0.0022 0.0205
H 2.038 3.527 -1.832 -0.0651 0.0523 0.0154
H 1.048 0.861 -0.455 -0.1145 0.1089 -0.0976
H 4.010 -1.565 -2.379 0.0717 -0.0287 -0.0035
H 8.603 2.582 0.677 -0.0525 -0.0287 0.0149
H -4.824 -3.533 1.529 0.5032 -0.0459 -0.5422
H 6.369 2.967 2.793 0.0003 0.0419 -0.0453
H 7.145 4.102 -0.739 -0.0657 -0.0195 0.0192
H 1.565 4.602 1.745 0.0385 -0.0923 -0.0208
H 7.614 -1.205 -1.518 -0.0017 0.0071 -0.0730
H 1.247 5.079 -1.470 0.0093 -0.0741 -0.0560
H 0.443 -6.369 1.639 -0.0179 0.0132 -0.0203
H 7.751 -2.567 2.999 0.0103 0.0319 -0.0761
H -0.322 1.353 -1.532 0.0168 -0.0643 0.1385
H 8.232 -1.073 2.158 -0.0207 -0.0678 0.0052
H 8.038 -2.580 1.242 -0.0036 0.0410 0.0407
H -0.799 -2.920 -1.168 -0.0083 -0.0057 -0.0036
H 1.082 -0.519 1.472 -0.0734 -0.1891 0.3219
H -1.899 -5.162 -1.159 -0.0094 0.0510 -0.0229
H -1.299 -5.253 3.001 0.0269 0.0160 -0.0021
H 0.417 3.855 -2.463 0.0650 0.0618 0.0788
H -6.918 -3.762 2.868 0.0208 -0.0157 -0.0358
H 5.840 -0.422 -4.744 -0.0260 0.0534 0.0435
H -3.150 -0.721 3.849 -0.0211 -0.0286 -0.0045
H -2.832 1.643 4.354 0.0285 -0.0125 -0.0138
H 6.036 1.156 -3.939 -0.0116 -0.0575 -0.0148
H 5.258 -2.448 -3.296 -0.0016 0.0333 0.0768
H -1.034 5.301 0.588 -0.0133 -0.0560 -0.0392
H -4.978 2.520 3.699 0.0167 0.0792 0.0446
H -0.354 -0.625 2.616 0.1505 -0.0861 0.1718
H 5.770 -1.376 3.925 -0.0353 0.0450 -0.0585
H -6.861 -1.527 1.853 0.0164 -0.0060 0.0381
H 5.301 4.010 1.840 0.0552 -0.0134 0.0099
H 4.333 -2.662 1.412 0.0258 -0.0311 -0.0139
H 5.372 3.947 -0.647 0.0547 -0.0124 -0.0017
H -2.927 2.054 0.054 0.0262 0.0227 -0.0244
H 5.776 -3.515 0.811 -0.0295 0.0401 0.0519
H 2.640 3.385 1.005 -0.0548 -0.0363 0.0557
H 7.854 1.172 -0.110 0.0125 0.0635 0.0678
```
Positions in Å, forces in eV/Å.

Löwdin atomic charge list, values in e, 99 entries: 1.248, 1.004, 0.748, 0.432, -0.153, 0.156, 0.167, 0.164, 0.145, 0.141, 0.142, 0.164, 0.101, 0.137, 0.155, 0.134, 0.148, -0.008, -0.174, -0.190, -0.165, -0.161, -0.171, -0.006, -0.041, -0.647, -0.119, -0.207, -0.080, -0.267, -0.028, -0.345, -0.093, -0.274, -0.105, -0.534, -0.111, -0.217, -0.102, -0.028, -0.034, -0.227, -0.124, -0.541, -0.092, 0.036, -0.276, -0.063, -0.282, -0.036, -0.063, -0.047, -0.094, -0.651, -0.056, -0.102, -0.656, -0.042, -0.041, -0.547, -0.321, -0.582, -0.096, -0.038, -0.085, -0.077, -0.075, 0.040, -0.114, -0.096, -0.105, -0.100, -0.668, -0.052, -0.117, -0.030, -0.202, -0.145, 0.096, 0.116, 0.096, 0.012, 0.077, 0.083, 0.082, 0.106, 0.099, 0.104, 0.084, 0.108, -0.009, 0.098, 0.072, 0.107, 0.073, 0.076, 0.061, 0.100, 0.046